DFT (ωB97M-V/def2-TZVPD) results for the ion C4H11N4 with charge +1.

Last columns: bonded neighbours and bond lengths (Å).
Geometry (Å):
1 N 0.04 -2.74 -0.58  N3 1.444, H12 1.093, H15 1.084
2 N 1.87 1.43 -0.35  C8 1.298, H11 0.992, H14 1.068
3 N -0.32 -2.07 0.65  N1 1.444, C5 1.416, H9 1.056
4 N 0.00 0.09 -0.29  C5 1.301, C8 1.306
5 C -0.38 -0.66 0.70  N3 1.416, N4 1.301, C7 1.526
6 C 0.02 1.98 -1.73  C8 1.477, H13 1.049, H17 1.061, H18 1.050
7 C -1.01 -0.08 1.97  C5 1.526, H10 1.191, H16 1.103, H19 1.007
8 C 0.71 1.07 -0.79  N2 1.298, N4 1.306, C6 1.477
9 H -0.60 -2.60 1.52  N3 1.056
10 H -1.04 -0.88 2.85  C7 1.191
11 H 2.51 1.94 -0.92  N2 0.992
12 H -0.36 -2.18 -1.43  N1 1.093
13 H 0.58 2.78 -2.08  C6 1.049
14 H 2.23 0.78 0.42  N2 1.068
15 H -0.48 -3.68 -0.42  N1 1.084
16 H -2.05 0.20 1.76  C7 1.103
17 H -0.71 2.37 -1.06  C6 1.061
18 H -0.46 1.49 -2.53  C6 1.050
19 H -0.56 0.76 2.30  C7 1.007

Properties
Charge: +1
Electronic energy, Eh: -377.7421
LUMO level, eV: -2.761
Frontier orbital gap, eV: 10.1
ΔE to the lowest compared entry with this formula, charge and spin, kJ/mol: 222.38
Structure (SMILES): CC(=[NH2+])/N=C(\C)NN
Strongest force on any atom, eV Å⁻¹: 4.9

Löwdin atomic charge list, values in e, 6 entries:
1. N 0.018
2. N 0.215
3. N -0.039
4. N 0.176
5. C -0.290
6. C 0.032